The following is a DFT calculation (the ωB97M-V functional and the def2-TZVPD basis) of a structure of composition C24H37AlO13.

```
75
Properties=species:S:1:pos:R:3:forces:R:3:mulliken_charge:R:1
Al -9.500575 -23.728646 4.757606 -3.498 2.031 -3.780 0.3074
O -10.440543 -23.769879 3.058083 0.948 2.694 6.333 1.6148
H -10.701460 -23.173408 2.329611 -0.553 0.273 2.812 -2.4939
O -14.741457 -23.167315 1.683744 -2.189 5.461 -3.772 -0.4292
C -13.923437 -22.297738 1.905808 -1.856 2.076 -2.770 0.4788
O -13.703332 -21.841730 3.125182 -1.094 2.002 0.239 -0.4797
C -12.444790 -21.197880 3.246222 -0.588 4.317 -2.079 -0.5249
C -12.118733 -20.802751 1.779537 -1.289 0.473 0.069 -0.3428
C -12.986083 -21.638639 0.925975 -1.053 -0.350 -0.753 0.0023
H -11.696149 -21.882430 3.645007 0.024 3.086 0.559 1.2840
H -12.572449 -20.251362 3.771498 -0.039 -0.448 0.651 0.7099
H -11.095050 -21.137277 1.611404 -9.624 -2.256 -3.044 -0.8448
H -12.207796 -19.738305 1.562470 0.039 -0.008 0.246 0.6206
H -12.496196 -22.452323 0.391152 0.038 0.782 0.200 -0.8591
H -13.505089 -21.085071 0.143485 -0.383 0.009 0.238 0.8070
O -13.154215 -27.914594 0.792375 1.769 1.227 2.087 -0.5754
C -12.390465 -27.394178 1.616556 -2.872 -6.760 -1.405 0.7150
O -12.016894 -26.198327 1.465812 7.044 -6.666 5.530 -0.7075
C -11.045838 -25.763300 2.463985 -2.328 -9.487 3.056 0.3771
C -10.787565 -26.963841 3.345679 -0.061 -0.249 0.677 -0.4407
C -11.828359 -27.987145 2.885465 0.958 -1.036 0.524 -0.8420
H -11.218316 -24.855391 3.041953 -1.399 -1.592 -0.463 0.6007
H -10.147437 -25.599269 1.868948 -1.184 -4.139 0.956 0.9893
H -10.979840 -26.712209 4.388660 0.565 -0.429 -0.115 0.3748
H -9.735724 -27.224943 3.229270 -0.022 -0.673 -0.021 0.5698
H -12.593791 -28.160785 3.641819 -0.136 0.210 -0.136 0.3472
H -11.379218 -28.974197 2.775387 -0.165 0.009 -0.562 0.5001
O -9.845059 -22.017267 4.302827 -1.322 3.066 4.283 -0.3109
C -9.286225 -21.364927 3.438812 2.067 2.096 -2.965 0.8939
O -8.267058 -20.506552 3.626099 -2.535 -2.466 3.686 -0.3896
C -7.940406 -19.850801 2.484150 1.279 1.522 -3.054 -0.8246
C -8.359266 -20.762176 1.363407 -0.505 -0.017 -2.062 -0.6784
C -9.560856 -21.438054 1.921381 3.724 -0.315 3.269 0.4835
H -6.868274 -19.667790 2.412280 -0.103 0.129 0.525 0.5279
H -8.481299 -18.905755 2.434918 0.103 0.123 0.081 0.3145
H -7.615683 -21.458522 0.975759 0.313 0.036 0.429 0.1738
H -8.702125 -20.225911 0.478547 0.395 0.371 -0.054 0.4669
H -9.804129 -22.461739 1.636830 1.250 2.088 -0.512 0.0255
H -10.479801 -20.861320 1.816441 8.155 3.643 2.223 0.4998
O -10.515649 -24.449663 -2.387821 -0.638 -0.127 0.808 -0.5696
C -11.074012 -24.477250 -1.326154 -0.563 0.024 -2.480 0.1567
O -10.334331 -24.632252 -0.204194 -0.801 -0.645 -0.113 -0.5145
C -11.069083 -24.271959 0.922546 -4.116 2.021 -5.710 2.3672
C -12.475398 -24.517786 0.550392 -3.208 6.372 -4.425 -0.2205
C -12.536258 -24.252927 -0.931964 0.582 -0.444 0.283 -0.4278
H -10.926408 -23.196638 1.029517 -0.886 0.876 -0.969 2.2152
H -10.744100 -24.834307 1.797903 -1.839 4.528 -3.890 -2.1625
H -13.140868 -23.874774 1.126389 0.841 0.291 -3.449 0.2565
H -12.733824 -25.505852 0.931222 -3.080 3.570 -3.797 0.2713
H -12.742147 -23.203696 -1.143682 -0.315 -0.118 -0.630 0.2939
H -13.287097 -24.932081 -1.335803 0.370 0.305 -0.811 0.3933
O -11.061220 -24.495217 5.407383 3.226 -0.678 1.601 -0.4577
C -12.059113 -24.652028 4.671472 -3.067 0.568 -1.254 0.5731
O -12.751671 -25.776789 4.596507 2.490 1.179 2.906 -0.2296
C -13.715662 -25.681862 3.586256 -2.634 0.194 -1.111 -1.0704
C -13.496966 -24.364201 2.948041 0.297 -2.908 3.070 -0.0363
C -12.725321 -23.505865 3.883566 0.201 -4.851 2.089 -0.0180
H -14.735064 -25.776841 3.960297 0.175 0.092 0.943 0.3717
H -13.694663 -26.521047 2.890958 0.285 0.176 0.555 0.2098
H -14.427260 -23.874620 2.660000 0.251 -2.774 2.496 1.0487
H -12.943791 -24.505724 2.019576 -1.013 -0.205 3.557 -0.6401
H -13.294442 -22.994099 4.659646 -0.055 -0.176 0.294 1.0559
H -12.059930 -22.833026 3.342607 -1.104 -3.888 1.414 -1.6000
O -8.087229 -23.096037 3.742573 2.163 -3.116 2.351 -0.4905
C -7.937419 -23.705810 2.664423 -0.384 -2.361 -3.714 0.3595
O -6.781669 -23.772702 2.160722 2.236 0.313 0.124 -0.3589
C -6.727969 -24.402374 0.844510 -0.979 0.278 -2.048 -0.8771
C -8.179246 -24.410236 0.399876 1.464 -0.109 0.480 -1.6291
C -8.968883 -24.342313 1.705949 6.966 1.095 -1.343 2.2968
H -6.258572 -25.383188 0.768505 0.210 0.167 1.109 0.4014
H -6.283676 -23.758823 0.085197 0.999 0.232 0.903 0.3972
H -8.374089 -25.238286 -0.281651 0.164 0.158 0.421 0.5361
H -8.352361 -23.484364 -0.148637 -0.114 -0.117 -0.181 0.5508
H -9.233386 -25.342976 2.047708 3.235 0.708 0.553 0.0031
H -9.914786 -23.802776 1.658093 4.772 -1.464 -1.155 -3.3963
```
Forces are in eV/Å.

The HOMO energy comes out at -14.11 eV. The charge is +2. Its total energy is -58653.3273 eV. The value obtained for the orbital gap is 0.165 Ha. As for the energy above the lowest of the compared OMol25 structures with the same formula, charge and spin: 28.1128 eV. Its max |F| is 11.16 eV/A.

=====

The following is a DFT calculation (the ωB97M-V functional and the def2-TZVPD basis) of a cluster of 5 separate species, C24H37BrNO17PS in total.

```
82
Properties=species:S:1:pos:R:3:forces:R:3:mulliken_charge:R:1
O -1.375616 3.389614 5.135760 0.142 0.036 -0.168 -0.3433
N -0.591484 2.858340 4.490686 0.068 -0.133 0.652 0.3119
O -0.857691 3.119721 3.068840 -0.173 0.131 -0.643 -0.4162
C -0.063057 2.353508 2.280520 -0.246 -0.229 -0.188 0.6451
C -0.490397 1.833543 1.121054 -0.024 0.381 0.447 0.3243
P -2.201194 1.942644 0.539768 -0.311 -0.551 -0.510 0.2351
S -2.786242 0.468043 -0.575534 0.079 0.092 0.117 -0.3876
C 0.517965 1.114719 0.286585 0.001 0.269 -0.001 -0.2631
O 0.528974 1.218033 -0.912418 0.002 -0.291 -0.047 -0.4470
C 1.534405 0.353253 1.057207 0.220 0.073 0.602 -0.3457
C 1.945191 0.838380 2.234850 -0.080 -0.242 -0.489 0.4080
C 2.963881 0.180315 3.105174 -0.213 -0.121 -0.421 -0.7435
C 2.425357 -0.448001 4.369199 -0.183 0.303 -0.320 0.4274
O 3.092157 -0.751305 5.281358 0.338 -0.182 0.796 -0.4446
Br 0.509786 -0.807181 4.416549 -0.188 0.018 -0.081 -0.1738
C 1.376212 2.146849 2.671730 0.089 -0.006 -0.133 0.4106
O 2.029011 3.004327 3.207097 -0.072 -0.091 0.347 -0.5584
H -2.327997 3.221996 -0.016886 0.057 0.121 0.096 0.0956
H -2.912650 2.026464 1.740332 0.115 0.287 0.143 0.0747
H 1.925974 -0.569305 0.647624 0.073 0.081 -0.173 0.4926
H 3.407493 -0.653785 2.556869 0.169 0.018 -0.001 0.3532
H 3.758123 0.861024 3.402998 0.048 0.062 0.037 0.3175
C -0.798574 5.199638 -6.304698 0.134 -0.094 0.075 -1.1786
C -1.935871 4.202371 -6.350785 -0.113 0.260 -0.082 -0.1559
O -1.465704 2.852334 -6.227832 -0.012 -0.064 -0.053 -0.3797
C -1.170649 2.457787 -4.986959 -0.061 -0.047 -0.026 0.7691
O -1.285976 3.122173 -3.989588 0.031 0.036 0.035 -0.5763
O -0.741971 1.201060 -5.047285 -0.015 -0.043 0.001 -0.3474
C -0.356568 0.645320 -3.779736 0.025 -0.113 0.001 -0.4887
H -0.048504 4.954604 -7.057380 -0.041 0.034 -0.054 0.3072
H -1.172991 6.205092 -6.497364 -0.020 0.000 -0.019 0.3619
H -0.315124 5.192868 -5.328849 -0.048 0.010 0.026 0.3142
H -2.435413 4.235913 -7.317538 0.022 -0.102 -0.022 0.2870
H -2.676786 4.403316 -5.577763 0.052 -0.044 0.071 0.3459
H -1.149977 0.758543 -3.046509 0.005 0.079 0.030 0.1499
H 0.548203 1.126229 -3.421247 -0.016 0.070 0.049 0.3076
H -0.165868 -0.409423 -3.957767 -0.015 0.021 -0.104 0.2822
C -7.954034 2.902607 -10.634579 0.043 -0.172 0.049 -1.0965
C -7.211082 3.723430 -9.603146 -0.118 0.195 -0.193 -0.1832
O -6.817207 2.929872 -8.473560 0.002 -0.007 0.044 -0.3620
C -5.730790 2.179250 -8.656319 -0.017 0.017 0.063 0.7845
O -5.055492 2.140696 -9.652045 0.028 -0.012 -0.049 -0.5561
O -5.515622 1.486230 -7.540774 -0.007 -0.011 0.020 -0.3427
C -4.397659 0.594177 -7.600569 0.148 -0.094 0.099 -0.5991
H -8.801023 2.392274 -10.174944 -0.041 0.061 -0.006 0.2914
H -8.323746 3.547346 -11.431822 -0.007 0.025 0.008 0.3564
H -7.302316 2.149672 -11.075317 0.038 0.039 -0.017 0.3127
H -7.856943 4.495205 -9.189035 0.004 -0.042 0.098 0.2909
H -6.335049 4.207527 -10.033171 0.056 -0.081 0.004 0.3096
H -3.498445 1.115623 -7.919434 -0.014 0.019 -0.053 0.2744
H -4.609795 -0.233170 -8.275810 0.013 0.047 -0.070 0.3138
H -4.257932 0.214909 -6.592942 -0.080 0.045 0.033 0.2080
C 0.774857 -2.716373 8.160864 -0.199 0.054 -0.081 -0.9565
C 0.645256 -4.042711 8.876046 0.324 0.091 0.023 -0.2651
O -0.729484 -4.424032 9.045670 -0.037 -0.024 0.020 -0.3593
C -1.312306 -4.943901 7.967776 -0.013 0.006 0.057 0.8127
O -0.790610 -5.142097 6.901391 0.011 0.001 -0.054 -0.5666
O -2.580628 -5.216888 8.274336 -0.020 -0.004 0.010 -0.3426
C -3.349088 -5.748545 7.191981 -0.113 -0.054 -0.021 -0.6301
H 0.195505 -1.948592 8.675493 0.063 0.008 0.063 0.3032
H 1.818040 -2.402452 8.125301 0.016 -0.017 0.013 0.3476
H 0.403247 -2.786558 7.139909 0.054 -0.048 -0.030 0.2266
H 1.043390 -3.976295 9.886550 -0.109 -0.020 0.050 0.2958
H 1.181941 -4.832918 8.352455 -0.080 -0.020 -0.070 0.3249
H -2.855380 -6.611924 6.752643 0.048 0.022 -0.026 0.2972
H -3.506982 -4.986692 6.430445 0.054 -0.016 -0.037 0.2889
H -4.302543 -6.044772 7.618320 0.013 0.035 0.060 0.2194
C 5.785633 -2.399210 4.840523 0.046 -0.200 -0.094 -0.9123
C 7.121504 -1.748872 4.561887 -0.171 0.202 0.173 -0.2907
O 8.033717 -2.651944 3.915758 0.031 -0.002 -0.043 -0.3442
C 7.829682 -2.816828 2.611422 0.039 -0.015 0.033 0.7858
O 6.987253 -2.266580 1.947795 -0.042 0.005 -0.033 -0.5597
O 8.723902 -3.692592 2.157435 0.017 -0.011 -0.001 -0.3381
C 8.599434 -4.002670 0.766757 0.062 -0.059 -0.094 -0.6286
H 5.918363 -3.317332 5.414268 0.025 0.044 0.062 0.3760
H 5.145259 -1.721421 5.399811 0.071 -0.020 0.030 0.2604
H 5.280014 -2.659986 3.910416 0.002 0.051 -0.017 0.2547
H 7.612810 -1.464131 5.489876 0.100 -0.095 -0.019 0.3155
H 7.009944 -0.853194 3.951288 -0.003 -0.039 -0.069 0.3035
H 8.597763 -3.096573 0.165806 -0.050 0.026 0.014 0.2953
H 7.686823 -4.568056 0.586231 -0.038 0.052 -0.011 0.2917
H 9.463393 -4.610527 0.516950 0.016 -0.010 0.069 0.2214
```
Forces are in eV/Å.

The HOMO energy comes out at -9.02 eV. Its total energy is -151949.0463 eV. The value obtained for the orbital gap is 0.267 Ha. Its max |F| is 0.88 eV/A.